[1]
DFT (ωB97M-V/def2-TZVPD) results for a molecular structure, Cl6NiO24 at a distorted geometry.

Geometry as ORCA input:
```
! RIJCOSX wB97M-V def2-TZVPD def2/J DEFGRID3
* xyz -4 3
Ni 0.313 0.121 -0.326
Cl -3.231 1.976 -0.359
O -4.204 1.405 -1.279
O -3.417 1.437 0.963
O -1.880 1.620 -0.761
O -3.456 3.400 -0.398
Cl 0.177 2.682 2.545
O 0.274 1.686 1.483
O 0.717 3.993 2.222
O -1.238 2.846 2.809
O 0.801 2.181 3.740
Cl 1.802 -0.566 -3.116
O 2.983 -0.444 -3.943
O 1.357 -1.932 -3.185
O 2.202 -0.303 -1.716
O 0.747 0.320 -3.517
Cl 3.957 -0.048 1.538
O 4.410 1.070 2.334
O 3.992 -1.250 2.343
O 2.636 0.260 1.061
O 4.859 -0.266 0.421
Cl -0.466 -2.058 2.354
O 0.904 -2.083 2.799
O -0.424 -1.868 0.884
O -1.149 -3.275 2.688
O -1.131 -0.903 2.877
Cl -2.301 -2.021 -2.912
O -1.521 -2.698 -3.923
O -1.462 -1.381 -1.914
O -3.086 -0.932 -3.449
O -3.165 -2.967 -2.262
*
```

- Highest occupied orbital energy (alpha / beta): 0.019 / 0.019 hartree
- Relative energy (zero: lowest compared OMol25 entry of this formula, charge and spin): 0.437 eV
- Lowest unoccupied orbital energy (alpha / beta): 8.775 / 6.900 eV
- Orbital gap (alpha / beta): 8.256 / 6.376 eV

Löwdin population analysis, charges in e, atoms 1 to 8:
1. Ni 1.17
2. Cl 0.64
3. O -0.39
4. O -0.36
5. O -0.40
6. O -0.39
7. Cl 0.66
8. O -0.41

=====

[2]
DFT (ωB97M-V/def2-TZVPD) results for a molecular structure, C10H24BeN6O6S at a distorted geometry.

Geometry as ORCA input:
```
! RIJCOSX wB97M-V def2-TZVPD def2/J DEFGRID3
* xyz 0 1
O 0.772 -0.236 -3.458
H -0.051 -0.553 -3.912
Be 0.062 0.056 -2.047
N 0.389 1.442 0.762
N 1.632 0.445 -1.227
N -1.163 -0.942 0.269
N 0.286 -1.846 -1.529
O -0.679 1.870 1.398
O -1.904 -0.431 1.271
O 1.428 -2.370 -2.024
O 2.660 -0.215 -1.637
C 1.856 1.785 -1.028
C 1.106 2.343 0.005
C -1.308 -2.256 0.100
C -0.464 -2.773 -0.938
C 1.225 3.713 0.532
H 2.027 3.732 1.283
H 0.293 4.020 1.012
H 1.478 4.425 -0.259
C 3.036 2.346 -1.708
H 2.960 2.190 -2.790
H 3.929 1.812 -1.361
H 3.151 3.412 -1.506
C -2.213 -3.081 0.939
C -0.422 -4.243 -1.227
H -2.643 -2.442 1.717
H -1.687 -3.922 1.408
H -3.028 -3.493 0.329
H 0.288 -4.458 -2.030
H -1.417 -4.602 -1.535
H -0.140 -4.823 -0.336
H -1.509 0.518 1.345
H 2.058 -1.531 -2.058
C -1.305 0.847 -1.540
H -1.497 1.719 -0.894
H -2.170 0.159 -1.553
H -1.318 1.308 -2.559
O -2.817 3.576 0.365
H -3.694 3.161 0.305
H -2.234 2.877 0.734
N 0.108 0.644 3.614
C 0.565 -0.319 2.822
N 0.620 -1.576 3.273
S 1.225 -0.063 1.238
H -0.320 0.398 4.502
H -0.171 1.534 3.182
H 0.886 -2.323 2.636
H 0.115 -1.832 4.113
*
```

- Highest occupied orbital energy (alpha / beta): -0.278 / -0.277 hartree
- Lowest unoccupied orbital energy (alpha / beta): -1.213 / -1.412 eV
- Orbital gap (alpha / beta): 6.341 / 6.139 eV

Löwdin population analysis, charges in e, atoms 1 to 8:
1. O -0.26
2. H 0.03
3. Be 0.01
4. N -0.38
5. N -0.15
6. N -0.09
7. N 0.01
8. O -0.24

=====

[3]
DFT (ωB97M-V/def2-TZVPD) results for a single C5H8Cl2 molecule at a distorted geometry.

Geometry as ORCA input:
```
! RIJCOSX wB97M-V def2-TZVPD def2/J DEFGRID3
* xyz 0 1
C -1.623 -0.128 -1.148
C -0.220 0.362 -0.871
C 0.414 0.060 0.403
Cl 0.944 -1.608 0.704
Cl -0.603 0.569 1.774
C 0.777 0.344 -2.028
C 0.070 1.578 -1.515
H -2.327 0.505 -0.528
H -1.801 -1.142 -0.909
H -1.830 -0.047 -2.186
H 1.273 0.731 0.561
H 1.839 0.203 -1.760
H 0.514 -0.098 -2.992
H 0.752 2.339 -1.167
H -0.720 1.885 -2.204
*
```

- Highest occupied orbital energy: -0.378 hartree
- SMILES string: CC1(C(Cl)Cl)CC1
- Relative energy (zero: lowest compared OMol25 entry of this formula, charge and spin): 1.194 eV
- Lowest unoccupied orbital energy: 0.858 eV
- Orbital gap: 11.157 eV

Löwdin population analysis, charges in e, atoms 1 to 8:
1. C -0.04
2. C -0.67
3. C -1.06
4. Cl 0.59
5. Cl 0.59
6. C -0.07
7. C -0.12
8. H 0.10

=====

[4]
DFT (ωB97M-V/def2-TZVPD) results for 2 unconnected molecules or ions with the total composition C3H9N at a distorted geometry.

Geometry as ORCA input:
```
! RIJCOSX wB97M-V def2-TZVPD def2/J DEFGRID3
* xyz 0 1
C -0.776 -0.685 -1.913
C -1.476 -0.640 -0.785
C -0.900 -0.567 0.602
H -1.225 -0.518 -2.878
H 0.224 -1.061 -1.903
H -2.552 -0.798 -0.817
H -1.116 0.399 1.054
H 0.188 -0.572 0.497
H -1.212 -1.430 1.181
N 2.084 1.380 1.012
H 1.514 1.801 1.737
H 2.741 2.083 0.705
H 2.508 0.608 1.509
*
```

- Highest occupied orbital energy: -0.334 hartree
- SMILES string: C=CC.N
- Relative energy (zero: lowest compared OMol25 entry of this formula, charge and spin): 1.176 eV
- Lowest unoccupied orbital energy: 1.125 eV
- Orbital gap: 10.221 eV

Löwdin population analysis, charges in e, atoms 1 to 8:
1. C -0.02
2. C -0.25
3. C -0.12
4. H 0.04
5. H 0.05
6. H 0.09
7. H 0.07
8. H 0.05